{"formula": "C3H11N3", "method": "ωB97M-V with the def2-TZVPD basis set", "elements": ["N", "N", "N", "C", "C", "C", "H", "H", "H", "H", "H", "H", "H", "H", "H", "H", "H"], "coordinates": [[-0.821, 1.540, -1.739], [1.521, -0.920, 0.845], [-1.764, 1.760, 0.562], [2.219, -1.210, -0.266], [0.794, -2.008, 1.398], [-1.240, 0.895, -0.499], [0.044, 2.056, -1.580], [-1.540, 2.191, -2.037], [2.001, -2.131, -0.836], [2.842, -0.441, -0.694], [-0.419, 0.287, -0.109], [0.288, -1.688, 2.309], [1.454, -2.877, 1.642], [0.041, -2.427, 0.691], [-2.386, 2.448, 0.138], [-2.029, 0.181, -0.738], [-1.005, 2.343, 0.913]], "nbo_charge": [-0.84, -0.65, -0.83, -0.51, -0.43, -0.10, 0.35, 0.32, 0.09, 0.13, 0.25, 0.16, 0.11, 0.12, 0.32, 0.15, 0.34], "total_charge": -1, "e_lumo_ev": [3.8891, 3.8288], "homo_energy_ev": [0.654, -3.210], "de_lowest_kcal_mol": 17.8, "gap_ev": [3.235, 7.038], "spin_multiplicity": 2}